No. 1
4
Properties=species:S:1:pos:R:3:forces:R:3 method="wB97M-V/def2-TZVPD" gap_ev="7.38 / 7.38" lumo_ha="-0.132 / -0.132"
Br -1.48634 0.38108 -0.16428 -2.2 -0.3 -0.6
F 0.82426 -1.51561 -0.13509 -0.8 2.1 0.7
N 0.04385 0.54621 0.54718 1.2 -2.0 1.3
H 0.61824 0.58832 -0.24781 1.9 0.1 -1.4

No. 2
96
Properties=species:S:1:pos:R:3:forces:R:3 method="wB97M-V/def2-TZVPD" gap_ev="5.65 / 5.64" charge=+2 lumo_ha="-0.265 / -0.266"
C 0.66150 -3.15860 4.09540 0.0 0.0 0.0
C -3.54140 1.53240 -2.37730 0.1 0.0 0.1
H -0.87640 -0.29130 -4.49640 0.1 -0.1 0.0
H 2.61510 -1.25620 2.18360 0.1 0.0 0.0
H 1.57470 2.11950 -1.77370 0.1 0.1 -0.1
H 2.24580 0.23680 4.02020 0.1 0.1 0.0
H 0.05070 2.74080 3.72720 -0.1 0.1 -0.1
C -2.62180 -6.04140 -0.30110 0.1 0.2 0.0
H -4.51380 -5.84540 1.99010 0.0 -0.2 0.0
H -2.59510 1.09620 -5.59000 0.0 0.0 -0.1
H 1.41380 3.23990 1.75440 0.0 0.1 0.0
C -1.60800 0.09860 -2.52240 0.2 -0.2 0.1
C -3.50510 4.21910 1.25060 0.0 0.1 0.0
C -3.09750 -4.76270 -0.03980 0.1 0.3 0.0
O -2.49350 -2.43750 0.28430 -0.5 -0.5 0.1
C 0.34070 3.10470 1.64050 -0.1 -0.2 -0.3
H -6.52870 -5.16570 -0.26660 -0.1 0.0 0.0
Pt -0.37810 -0.41620 0.40270 3.1 2.9 0.2
C -0.25290 2.29240 2.77830 0.1 -0.4 0.2
C -2.15830 -3.73460 0.03750 0.3 -0.6 -0.2
H -5.74640 -4.58660 2.10920 -0.1 0.0 0.1
C -3.53410 1.66510 -3.75420 -0.1 0.0 0.0
C -6.13630 -2.49870 0.03500 0.2 0.1 0.0
C -0.34560 -5.27360 -0.34970 -0.3 0.0 -0.1
C -1.61560 0.22120 -3.89910 -0.1 0.1 -0.2
P 0.41780 -2.64740 0.12410 -1.6 -0.7 -0.3
H 1.41650 -3.50750 -4.55930 -0.1 -0.1 -0.1
H -0.13390 4.08690 1.65290 0.1 0.0 0.0
C 1.58820 -2.92320 -1.22760 -0.1 0.4 0.1
H 2.81630 -4.30730 1.09110 0.1 0.0 0.0
S 2.41120 0.02160 0.24650 -0.9 -0.3 0.5
H -4.29510 2.03470 -1.79000 -0.1 0.1 0.0
H 2.27190 1.67950 2.99910 0.1 0.0 0.0
C -4.07710 3.97510 2.48940 0.0 0.0 0.0
C 3.22770 -3.25760 -3.44270 0.0 0.0 0.1
S 0.18250 0.51970 2.87670 0.1 0.5 0.0
C -4.72760 -4.79820 1.79710 0.0 0.0 -0.1
C -1.26870 -6.29610 -0.45780 0.2 -0.1 0.0
H 3.50290 -4.84560 3.38400 0.1 -0.1 0.0
C 2.22770 -3.95690 1.92510 -0.1 0.1 -0.1
H 1.97070 3.58250 -0.84430 0.0 0.0 -0.1
H -4.05010 -4.19160 2.39620 0.0 0.0 0.1
H -3.41660 5.23050 0.88580 0.0 0.1 0.0
C -4.19560 2.67510 2.95950 0.0 0.0 0.0
C -3.19670 1.86330 0.92220 0.6 -0.2 0.3
H -0.93210 -7.30170 -0.65310 0.0 -0.1 0.0
C 2.97030 -2.80790 -1.09580 -0.1 -0.1 0.1
H -6.97910 -3.16920 -0.00220 -0.1 -0.1 0.0
H 3.41590 -2.57560 -0.13980 0.0 -0.1 0.0
H 2.14750 -4.11450 5.30390 0.0 -0.1 0.1
H -3.84660 0.60310 2.53300 -0.1 0.0 0.1
H -4.43570 4.79500 3.09110 0.0 0.1 0.1
C 2.60340 -4.27520 3.22050 0.0 0.0 0.1
H -4.63410 2.48250 3.92640 -0.1 0.0 0.1
C 1.03360 -3.16050 -2.48810 -0.1 0.1 0.2
C -4.54970 -4.48150 0.29750 -0.1 -0.1 0.2
H 4.85390 -2.92390 -2.09110 0.1 0.0 0.0
H -3.30820 -6.86920 -0.36880 -0.1 -0.1 0.0
C 2.83910 1.77630 -0.06460 -0.4 -0.2 0.0
C 2.00880 0.62460 3.02830 -0.4 -0.1 0.0
H -4.27870 2.28080 -4.23550 -0.1 0.0 0.0
C 2.79270 -0.19280 2.01910 0.0 0.1 -0.2
H 0.71330 -5.46620 -0.44870 0.1 -0.1 0.0
C -4.03570 -0.70530 0.12910 0.6 -0.1 0.3
C -0.79660 -3.97960 -0.12300 0.0 0.5 0.0
H -1.34220 2.29290 2.72050 0.1 0.0 0.1
H -5.53180 0.83310 0.03500 -0.1 0.1 0.0
H 3.71880 1.76750 -0.70970 0.0 0.0 0.1
C 0.29300 -2.81670 2.81030 0.0 0.1 -0.1
C 1.72710 2.52190 -0.77260 -0.3 -0.2 0.2
H -0.85130 -0.51480 -2.01940 -0.3 0.2 -0.3
H -5.37040 -5.13170 -1.60010 0.0 0.0 -0.1
C -6.38100 -1.13510 0.00450 -0.1 0.2 0.0
C -3.80320 -2.07990 0.17300 -0.6 0.3 0.0
H -0.04190 -3.22130 -2.58900 -0.1 -0.1 -0.1
C -2.57310 0.75030 -1.75650 0.3 0.1 0.2
C -5.33850 -0.22910 0.05660 0.0 -0.2 0.0
C -3.05440 3.17130 0.46670 0.0 -0.2 -0.1
C 1.08520 -3.19190 1.72270 0.0 0.5 0.0
H -7.39620 -0.77670 -0.06080 -0.1 0.0 0.0
S 0.06170 2.39790 -0.02930 -0.1 -0.5 0.4
H -5.30490 -6.39950 -0.37080 0.0 -0.1 0.0
C -4.84500 -3.00390 0.12540 0.3 0.1 0.0
H -2.61220 3.36710 -0.49840 0.0 0.0 -0.1
C 1.83650 -3.86760 4.30140 0.0 0.0 0.0
C 1.85020 -3.32580 -3.58900 0.0 0.0 0.0
H 3.11560 2.22830 0.88520 0.0 0.0 0.0
H 3.85680 0.00940 2.14450 0.1 -0.1 0.0
H 3.86890 -3.40990 -4.29630 0.1 0.0 -0.1
C -3.75360 1.62260 2.18170 0.0 -0.1 -0.1
H 0.03390 -2.87180 4.92630 0.0 0.0 0.1
H -0.61780 -2.25690 2.62480 0.0 0.0 0.1
P -2.59780 0.40800 0.02640 -0.4 -1.5 -1.0
C -5.49520 -5.34540 -0.54140 0.2 0.2 0.1
C 3.78220 -2.99220 -2.20060 0.1 0.0 -0.1
C -2.58190 1.00420 -4.51500 0.1 0.0 0.0

Molar mass for the records above, in order: 113.92; 954.07 g/mol